The following is a DFT calculation (ωB97M-V with the def2-TZVPD basis set) of C25H33AsCl2F4N3O4S2Si2W as an isolated structure.

Structure (XYZ):
```
77
Properties=species:S:1:pos:R:3:forces:R:3
W -0.87903 1.18061 -0.18633 0.3 1.0 -1.3
C -2.92205 -2.33930 3.21741 0.0 -0.1 0.0
N -1.95253 -1.86664 2.26651 -0.1 0.1 -0.1
C -0.71231 -1.48230 2.88427 0.0 0.1 0.0
C -1.82885 -2.73200 1.12399 0.2 -0.1 0.1
C -1.12508 -2.25903 -0.18935 -0.1 -0.1 -0.2
N -0.39292 -1.00224 -0.33464 0.1 0.1 0.5
C 0.33391 -0.84744 -1.49479 -0.2 -0.2 0.6
C 0.67279 0.51007 -1.54111 -0.3 -0.1 -0.6
F -1.06414 2.18730 -1.88140 -0.1 -0.3 0.5
C 1.36205 0.98384 -2.63120 0.1 -0.1 0.1
F 1.68951 2.29078 -2.71939 0.0 0.0 0.0
C 1.77820 0.15106 -3.66036 0.0 0.1 -0.1
C 1.41607 -1.18102 -3.59375 0.0 0.0 -0.1
F 1.79322 -2.01757 -4.58709 0.0 0.0 0.0
C 0.68592 -1.70290 -2.54278 0.0 0.0 0.1
F 0.36529 -3.02205 -2.57049 0.0 0.0 0.0
H -2.63692 -3.30334 3.68557 0.0 0.0 0.0
H -3.89361 -2.47173 2.73576 0.0 0.0 0.0
H -3.03965 -1.60229 4.01370 0.0 0.0 0.0
H -0.24780 -2.30865 3.45659 0.0 0.0 0.0
H -0.88063 -0.63902 3.55654 0.0 0.0 0.0
H -0.00993 -1.14906 2.12336 0.0 0.0 0.1
H -2.84593 -3.02184 0.85139 0.0 0.0 -0.1
H -1.32281 -3.67894 1.40738 0.0 0.0 0.1
H -1.85682 -2.35500 -1.00538 -0.1 0.1 0.1
H -0.38916 -3.03869 -0.39475 -0.2 0.1 -0.1
H 2.35483 0.52609 -4.49446 0.0 0.0 0.0
Cl -4.77191 0.98371 2.63045 0.0 0.0 0.0
C -4.76451 0.68870 0.92944 0.0 -0.1 0.1
C -5.98026 0.71433 0.22131 -0.1 0.0 0.0
C -6.01519 0.51182 -1.12653 0.0 0.0 0.1
Cl -7.53531 0.53848 -1.97321 0.0 0.0 0.0
C -4.82135 0.28400 -1.84611 0.4 -0.2 -0.3
C -4.69620 0.07396 -3.23442 -0.1 0.0 -0.1
C -3.45208 -0.07270 -3.78643 0.0 0.0 -0.2
C -2.30513 0.02333 -2.98297 0.1 -0.1 -0.2
N -2.39519 0.15753 -1.68703 0.0 0.6 0.1
C -3.61576 0.26276 -1.12594 -0.5 0.1 0.6
C -3.57480 0.44413 0.28787 -0.1 -0.2 -0.2
O -2.39867 0.37270 0.85114 0.4 0.3 -0.2
H -6.89286 0.90552 0.76870 0.0 0.0 0.0
H -5.58451 0.05049 -3.85206 0.0 0.0 0.0
H -3.32657 -0.21511 -4.85119 0.0 0.0 0.0
H -1.31182 0.02547 -3.41389 0.0 0.0 0.0
O -1.87044 4.65102 1.83393 0.1 0.0 0.0
S -1.39434 3.47626 1.17896 0.0 -0.4 -0.1
O -2.32772 2.89336 0.15115 -0.2 -0.2 -0.1
O -1.05082 2.30182 2.02330 0.0 -0.3 0.1
S 0.27598 3.58797 0.07861 0.0 -0.1 0.0
C 3.75606 2.75802 2.49951 0.0 0.0 0.0
Si 3.37880 2.32310 0.70485 0.0 -0.1 -0.2
C 4.88599 1.51535 -0.11744 0.0 0.1 0.1
C 3.30962 3.94281 -0.25548 0.0 0.0 0.0
As 1.47008 0.87170 0.97812 0.4 0.0 0.9
Si 2.70369 -1.16030 0.79504 0.1 0.2 -0.2
C 3.64693 -1.44946 -0.81510 -0.1 0.0 0.0
C 3.88747 -0.94694 2.26552 0.0 -0.1 0.0
C 1.93037 -2.84271 1.14823 0.1 0.0 -0.1
H 4.78357 3.12007 2.60665 0.0 0.0 0.0
H 3.60393 1.92903 3.19337 0.0 0.0 -0.1
H 3.06952 3.55639 2.79477 0.0 0.0 0.0
H 5.72253 2.20426 0.04937 0.0 0.0 0.0
H 4.71336 1.46595 -1.19662 0.0 0.0 0.0
H 5.18889 0.52685 0.21961 0.0 0.1 0.1
H 4.35093 4.25823 -0.38989 0.0 0.0 0.0
H 2.77362 4.73075 0.27073 0.0 0.0 0.0
H 2.86600 3.82391 -1.24514 0.0 0.0 0.0
H 4.08547 -0.55652 -1.25788 -0.1 -0.1 0.1
H 2.95688 -1.87018 -1.54782 0.1 0.0 0.0
H 4.44188 -2.18642 -0.65221 0.0 0.0 0.0
H 4.58114 -0.10749 2.23585 -0.1 0.0 -0.1
H 4.47344 -1.87106 2.33328 0.0 0.1 0.0
H 3.30316 -0.85765 3.18603 0.0 0.0 0.0
H 1.35251 -3.22791 0.30355 0.1 0.1 0.1
H 1.32465 -2.91411 2.04909 0.1 0.1 0.0
H 2.79731 -3.50392 1.27374 -0.1 0.0 0.0
```
Positions in Å, forces in eV/Å.

Output
**Relative energy (zero: lowest compared OMol25 entry of this formula, charge and spin)**: 0.0 kJ/mol
**Net charge**: -1
**Kohn-Sham gap**: 6.10 eV



The following is a DFT calculation (ωB97M-V with the def2-TZVPD basis set) of C25H33ClIrN6O5 as an isolated structure.

Structure (XYZ):
```
71
Properties=species:S:1:pos:R:3:forces:R:3
Ir 0.16723 0.21958 -0.22968 -0.2 1.6 0.5
O -1.61267 -1.06735 -1.03185 0.8 -2.8 -0.9
N -1.46957 -2.25344 -1.43182 0.7 1.4 0.7
N -0.15543 -2.75694 -1.25835 -0.1 3.1 1.3
O 0.73972 -2.02641 -0.67424 -1.5 -1.6 -1.0
C 0.11896 -4.02391 -1.69261 0.1 -1.3 -0.5
C 1.44181 -4.49864 -1.61858 -0.1 0.2 0.0
C 1.72215 -5.76414 -2.07578 0.0 -0.1 0.0
C 0.70399 -6.56581 -2.59996 0.0 0.1 0.1
C -0.60380 -6.09299 -2.66295 -0.1 0.0 0.0
C -0.91294 -4.82748 -2.21114 0.0 0.0 0.0
H 2.21153 -3.86070 -1.21182 0.0 0.0 0.0
H 2.73632 -6.13545 -2.02920 0.0 0.0 0.0
H 0.93261 -7.56172 -2.95354 0.0 0.0 0.0
H -1.38614 -6.72343 -3.06144 0.0 0.0 0.0
H -1.92668 -4.45742 -2.24709 0.0 -0.1 0.0
N -0.87281 -0.73123 1.63902 0.3 -0.1 -0.5
C -0.67286 -0.27707 3.02962 -0.1 0.0 0.3
C -0.96420 1.19641 3.22123 0.1 -0.1 -0.2
C 0.06317 2.10470 2.57690 0.0 0.1 0.2
N -0.11188 2.15498 1.10813 0.1 -0.1 0.0
H -1.85788 -0.69104 1.39015 0.0 -0.2 0.2
H -0.55081 -1.69124 1.54602 -0.2 0.0 0.1
H 0.35876 -0.48645 3.30695 0.0 0.0 0.0
H -1.32643 -0.84792 3.69325 0.1 -0.1 0.0
H -0.97721 1.39614 4.29283 0.0 0.0 0.0
H -1.95388 1.44387 2.82905 0.0 0.0 0.1
H 1.07230 1.76023 2.80138 0.0 0.0 0.0
H -0.04721 3.10783 2.99424 0.1 0.0 -0.1
H 0.53696 2.83513 0.71989 -0.2 0.1 -0.1
H -1.05748 2.48386 0.92599 0.1 0.2 -0.1
C 3.77328 1.20363 1.06510 -0.2 0.0 -0.1
C 3.04178 0.05625 1.68667 0.0 0.0 0.2
O 1.89586 -0.25810 1.33135 0.5 0.0 0.1
C 3.68501 -0.67050 2.79039 -0.1 -0.2 0.1
C 4.97507 -0.35626 3.22874 -0.1 0.0 0.0
C 5.51517 -1.01296 4.31984 0.1 0.0 0.1
C 4.77841 -1.98049 4.98935 0.0 0.0 0.0
C 3.50233 -2.31688 4.54975 0.0 0.0 0.0
C 2.96607 -1.67398 3.45234 0.0 0.0 -0.1
H 3.11034 1.74570 0.40087 0.0 0.0 0.0
H 4.62676 0.83736 0.48972 0.0 0.0 0.0
H 4.16068 1.87817 1.82711 0.0 0.0 0.0
H 5.56942 0.39420 2.72590 0.0 0.0 0.0
H 6.51370 -0.76638 4.65321 0.0 0.0 0.0
H 5.20040 -2.47704 5.85275 0.0 0.0 0.0
H 2.93384 -3.07895 5.06493 0.0 0.0 0.0
H 1.98488 -1.94152 3.08565 0.0 0.0 0.0
O -3.56062 2.62895 1.75261 0.0 0.0 0.0
C -3.97118 3.76253 0.99248 -0.1 0.0 -0.1
N -4.94615 3.45204 -0.00804 -0.1 0.0 0.2
C -4.72613 3.01022 -1.28198 0.1 0.0 0.0
O -5.62158 2.80548 -2.06372 0.0 0.0 0.0
C -3.30080 2.78496 -1.72339 0.0 -0.1 0.1
C -2.87717 3.36635 -2.91397 0.0 0.0 0.0
C -1.62312 3.05377 -3.40339 -0.1 0.0 0.0
C -0.83429 2.16188 -2.69989 -0.1 0.0 0.0
N -1.22392 1.62329 -1.54051 -0.1 -0.1 0.0
C -2.44353 1.91734 -1.06981 0.0 0.1 -0.1
H -4.32219 2.29889 2.24494 0.0 0.0 0.0
H -3.06830 4.14598 0.52030 0.0 0.0 0.0
H -4.38058 4.53215 1.64571 0.0 0.0 0.0
H -5.92391 3.55272 0.22735 0.0 0.0 -0.1
H -3.53288 4.04408 -3.44508 0.0 0.0 0.0
H -1.25519 3.48560 -4.32298 0.0 0.0 0.0
H 0.13304 1.87478 -3.07714 0.0 0.0 0.0
H -2.74648 1.42972 -0.15085 0.0 0.0 0.0
Cl 2.31766 1.86085 -1.95704 0.2 0.4 0.0
C 1.81556 0.21740 -1.70040 -0.2 -0.7 0.3
H 2.61085 -0.38790 -1.28391 0.2 0.0 -0.2
H 1.37378 -0.19070 -2.60317 0.2 -0.1 -0.1
```
Positions in Å, forces in eV/Å.

Output
**Relative energy (zero: lowest compared OMol25 entry of this formula, charge and spin)**: 36.6 kJ/mol
**Net charge**: +2
**2S+1**: 6
**Kohn-Sham gap (alpha / beta)**: 5.96 / 5.82 eV



The following is a DFT calculation (ωB97M-V with the def2-TZVPD basis set) of a 8-piece molecular cluster, C25H33FN8O2 overall.

Structure (XYZ):
```
69
Properties=species:S:1:pos:R:3:forces:R:3
H -1.66620 -2.70557 -3.36541 -0.1 0.0 -0.1
N -1.52573 -1.69325 -3.35029 -0.9 -0.5 -0.5
C -0.58755 -1.40573 -2.56641 0.4 0.4 0.3
C -0.23684 0.04323 -2.40400 0.6 -0.2 0.0
C 0.17093 -2.50394 -1.82242 0.2 0.2 -0.4
C 1.66731 -2.36057 -1.91962 -1.5 0.8 0.6
C 2.40055 -3.31223 -2.42539 1.4 -0.5 -0.6
C 3.86994 -3.01433 -2.50824 -1.8 1.4 -0.8
O 4.71411 -3.79750 -2.24874 2.0 -1.8 0.3
C 4.17601 -1.59231 -2.90590 1.3 -0.1 -0.6
C 5.26199 -1.24867 -3.90810 -0.6 -0.6 -0.6
C 4.57893 -0.64242 -5.15068 -0.5 -1.1 0.6
F 4.34460 0.69651 -4.97927 0.2 0.6 -0.1
C 3.45143 -0.64126 -2.37532 -1.2 0.3 0.8
C 2.37735 -1.11392 -1.44122 0.4 -0.6 -2.1
O 2.12810 -0.61059 -0.40374 -0.7 1.1 2.2
H -0.93489 0.67214 -2.93221 -0.2 -0.1 -0.1
H 0.75326 0.27073 -2.81509 0.1 -0.1 0.1
H -0.24700 0.31104 -1.35114 0.2 0.1 0.0
H -0.18662 -2.62009 -0.80118 0.1 0.4 0.0
H -0.07094 -3.42650 -2.35378 0.0 -0.1 0.2
H 1.99174 -4.24595 -2.78137 0.2 -0.2 0.1
H 5.73241 -2.16757 -4.26080 0.3 0.0 0.3
H 5.99600 -0.55580 -3.50576 0.1 -0.1 0.0
H 5.10793 -0.86465 -6.07556 0.3 0.5 0.0
H 3.59261 -1.10696 -5.21677 0.0 -0.1 -0.3
H 3.59335 0.40255 -2.61087 0.0 0.2 0.4
C 0.64491 -3.49353 2.54597 -0.1 0.1 -0.1
C -0.40500 -2.85636 1.74996 0.9 -0.6 0.8
N -1.21812 -2.36165 1.12406 -0.8 0.4 -0.5
H 0.39769 -3.42470 3.60339 0.0 0.0 0.0
H 0.73327 -4.54151 2.26675 0.0 0.0 0.0
H 1.59481 -2.99326 2.36629 0.0 0.0 0.0
C -1.47723 0.69547 1.70903 -0.1 0.2 0.3
C -1.85161 1.78679 2.60894 0.4 -1.0 -0.9
N -2.13677 2.64849 3.29708 -0.2 0.9 0.7
H -2.11592 0.71083 0.82873 0.2 0.0 0.1
H -0.44064 0.81699 1.39619 0.0 0.0 0.0
H -1.58636 -0.25941 2.21128 0.0 0.0 0.1
C 6.76538 -2.84795 0.38630 0.2 0.1 -0.1
C 8.05203 -2.17681 0.18741 -1.2 -0.6 0.2
N 9.05193 -1.65484 0.03287 1.0 0.5 -0.2
H 6.38149 -3.20223 -0.56912 0.0 0.0 0.0
H 6.89136 -3.69616 1.05630 0.0 0.0 0.0
H 6.05037 -2.15201 0.82180 0.0 0.0 0.0
C -4.87799 0.04371 -0.91438 0.2 0.1 0.0
C -3.58159 0.69078 -1.12454 -1.2 -0.6 0.0
N -2.56831 1.18507 -1.28868 0.5 0.8 0.0
H -5.29484 -0.26118 -1.87209 0.0 0.0 0.0
H -4.75264 -0.83418 -0.28332 0.0 0.0 0.0
H -5.56196 0.73728 -0.42943 0.0 0.0 0.0
C 0.52343 4.20342 0.67987 0.1 -0.1 -0.2
C 1.29966 3.71563 -0.46424 -0.7 0.4 1.1
N 1.90349 3.33686 -1.35199 0.6 -0.4 -0.9
H -0.15335 4.99247 0.35910 0.0 0.0 0.0
H -0.05877 3.38970 1.10619 0.0 0.0 0.0
H 1.19368 4.59698 1.44124 0.0 0.0 0.0
C -4.27888 5.05297 3.81826 -0.2 0.1 0.2
C -5.47624 5.36615 4.60105 1.2 -0.3 -0.8
N -6.41200 5.59388 5.20804 -1.1 0.2 0.7
H -3.95827 4.03539 4.02314 0.1 0.0 0.0
H -4.49782 5.14938 2.75675 0.0 0.0 0.0
H -3.47483 5.73725 4.08091 0.0 0.0 0.0
C -7.89843 2.07016 5.46697 0.1 -0.1 -0.1
C -7.09297 1.60952 4.33505 -0.7 0.4 1.0
N -6.46077 1.26081 3.45422 0.6 -0.4 -0.9
H -8.57447 2.85741 5.14024 0.0 0.0 0.0
H -8.48179 1.24331 5.86760 0.0 0.0 0.0
H -7.24870 2.46267 6.24611 0.0 0.0 0.0
```
Positions in Å, forces in eV/Å.

Output
**Net charge**: 0
**Kohn-Sham gap**: 9.05 eV
**SMILES**: [H]/N=C(/C)CC1=CC(=O)C(CCF)=CC1=O.CC#N.CC#N.CC#N.CC#N.CC#N.CC#N.CC#N



The following is a DFT calculation (ωB97M-V with the def2-TZVPD basis set) of C25H33FeN6O5PTe as an isolated structure.

Structure (XYZ):
```
72
Properties=species:S:1:pos:R:3:forces:R:3
Fe -0.34322 0.65147 1.21373 -0.1 -0.2 0.0
O -4.26446 5.37621 -2.23115 -0.3 -0.1 -0.2
C -4.44212 4.19171 -2.10162 1.0 0.0 0.7
O -5.35495 3.52327 -2.74099 -0.5 0.0 -0.4
C -3.58675 3.31889 -1.19598 -0.1 0.0 0.0
C -3.88509 1.99002 -0.93460 -0.1 0.1 -0.1
C -3.02492 1.27725 -0.10877 0.1 0.0 0.0
N -1.93025 1.84497 0.38507 -0.2 0.2 -0.1
C -1.69197 3.14662 0.22554 0.0 -0.1 0.0
C -2.50055 3.92558 -0.58155 -0.1 0.2 -0.2
C -0.56962 3.65980 1.05125 0.1 0.0 0.1
C -0.08499 4.95241 0.96202 0.0 0.0 0.0
C 0.92493 5.34552 1.82791 0.0 0.0 0.0
C 1.41179 4.44018 2.75391 0.0 0.0 0.0
C 0.87816 3.16034 2.76855 -0.1 0.0 0.0
N -0.08805 2.77754 1.93844 0.2 0.1 0.1
C -3.27009 -0.09590 0.40065 0.0 -0.1 0.0
C -4.30940 -0.89226 -0.04555 0.0 0.0 0.0
C -4.53052 -2.10907 0.58351 0.0 0.0 0.0
C -3.71301 -2.47518 1.63510 0.0 0.0 0.0
C -2.67329 -1.63026 1.99524 0.0 0.1 0.0
N -2.44484 -0.47191 1.38870 -0.2 0.0 0.0
H -4.77809 1.54029 -1.34523 0.0 0.0 0.0
H -2.34273 4.98413 -0.73545 0.0 0.0 0.0
H -0.48442 5.64298 0.23343 0.0 0.0 0.0
H 1.32254 6.35005 1.77791 0.0 0.0 0.0
H 2.18949 4.71078 3.45327 0.0 0.0 0.0
H 1.23348 2.40963 3.46418 0.0 0.0 0.0
H -4.94166 -0.57425 -0.86196 0.0 0.0 0.0
H -5.33833 -2.75129 0.25970 0.0 0.0 0.0
H -3.86520 -3.40140 2.17039 0.0 0.0 0.0
H -1.98997 -1.88904 2.79483 0.0 0.0 0.0
C -0.16081 0.99516 -2.27895 0.0 0.0 0.0
N 1.15956 0.42229 -2.11289 -0.1 0.0 -0.2
C 1.42289 -0.72148 -2.97155 0.0 0.0 0.0
C 1.87892 0.66736 -0.99821 0.1 0.2 0.2
N 1.31991 1.21958 0.05936 0.1 0.0 -0.2
N 3.20558 0.35067 -1.03323 0.0 0.0 0.0
C 3.95649 0.28080 0.20972 0.0 0.0 -0.1
C 4.01323 0.58608 -2.22344 0.0 0.0 0.0
H -0.36130 1.09301 -3.34597 0.0 0.0 0.0
H -0.19678 1.98237 -1.82349 0.0 0.0 0.0
H -0.92555 0.35113 -1.83607 0.0 0.0 0.0
H 0.55954 -1.39110 -2.94073 0.0 0.0 0.0
H 2.29640 -1.26647 -2.62584 -0.1 0.0 0.0
H 1.58533 -0.40607 -4.00405 0.0 0.0 0.0
H 2.03492 1.58710 0.67866 0.0 0.0 0.0
H 4.30350 1.26742 0.53956 0.0 0.0 0.0
H 4.83387 -0.34476 0.04794 0.0 0.0 0.0
H 3.35357 -0.17874 0.98959 0.0 0.0 0.0
H 3.39240 0.94236 -3.03945 0.0 0.0 0.0
H 4.52865 -0.32354 -2.53911 0.0 0.0 0.0
H 4.76544 1.34831 -2.00684 0.0 0.0 0.0
C -0.77991 -5.64276 1.97558 0.0 0.0 0.0
C 0.18015 -4.48443 2.07627 0.0 0.0 0.0
O -0.23516 -3.47540 1.12628 -0.1 -0.1 0.1
P 0.57992 -2.11541 0.99166 0.1 0.2 0.1
O -0.15736 -1.24207 0.01447 0.1 -0.2 0.0
Te 0.92555 -0.98590 3.06181 0.0 0.0 0.0
O 2.02231 -2.55291 0.47138 0.1 -0.2 -0.1
C 2.13265 -3.43085 -0.67629 0.0 0.1 0.0
C 3.54369 -3.32944 -1.19734 0.0 0.0 0.0
H -0.48369 -6.42759 2.67124 0.0 0.0 0.0
H -0.78381 -6.05621 0.96761 0.0 0.0 0.0
H -1.79244 -5.32669 2.22531 0.0 0.0 0.0
H 1.20307 -4.79015 1.84649 0.0 0.0 0.0
H 0.17447 -4.04087 3.07527 0.0 0.0 0.0
H 1.40096 -3.12896 -1.42624 0.0 0.0 0.0
H 1.89529 -4.44847 -0.36233 0.0 0.0 0.0
H 3.77086 -2.30183 -1.48784 0.0 -0.1 0.0
H 3.66924 -3.97521 -2.06648 0.0 0.0 0.0
H 4.25659 -3.63545 -0.43243 0.0 0.0 0.0
```
Positions in Å, forces in eV/Å.

Output
**Relative energy (zero: lowest compared OMol25 entry of this formula, charge and spin)**: 0.0 kJ/mol
**Net charge**: +1
**2S+1**: 6
**Kohn-Sham gap (alpha / beta)**: 6.61 / 4.37 eV